A molecular structure, C3H8CaO2 at a distorted geometry. Source: the Open Molecules 2025 dataset; level of theory: the ωB97M-V functional and the def2-TZVPD basis.

Last column: natural (NBO) charge in e.
Cartesian coordinates (Å):
H: -2.432 1.998 1.649  -0.04
O: -1.282 0.820 1.397  -1.02
C: -1.502 0.364 0.071  -0.12
C: -0.176 0.211 -0.650  -0.10
O: 0.689 -0.552 0.203  -0.68
C: 1.916 -0.944 -0.408  -0.26
Ca: 0.300 -0.130 2.259  1.82
H: -2.116 1.095 -0.476  0.21
H: -2.059 -0.585 0.059  0.18
H: 0.296 1.187 -0.841  0.19
H: -0.309 -0.322 -1.603  0.21
H: 2.503 -1.479 0.346  0.19
H: 1.706 -1.606 -1.257  0.22
H: 2.466 -0.056 -0.749  0.20

Forces on the atoms, in the same order (eV/Å):
H -0.4 0.4 0.2
O 0.6 -0.8 -0.3
C -0.2 0.4 0.1
C -0.6 0.4 -0.8
O 0.4 -0.4 -0.3
C 0.3 -0.1 -0.4
Ca -0.4 0.4 1.2
H 0.1 -0.1 0.0
H 0.1 0.1 0.0
H -0.1 -0.2 0.1
H 0.1 0.1 0.2
H 0.0 0.0 -0.2
H 0.1 0.1 0.2
H -0.1 -0.2 0.0

As for the spin multiplicity: 2. Its charge is +1. For the molar mass, the calculation gives 116.17 g mol⁻¹. As for the energy above the lowest of the compared OMol25 structures with the same formula, charge and spin: 0.00 kcal/mol.


A gas-phase ion, C3H8Cl4O2P2 (charge +2) at a distorted geometry. Source: the Open Molecules 2025 dataset; level of theory: the ωB97M-V functional and the def2-TZVPD basis.

Last column: natural (NBO) charge in e.
Cartesian coordinates (Å):
C: -2.366 -1.018 0.953  -0.66
C: -1.884 -1.018 -0.462  -0.08
C: 1.421 1.359 -1.014  -0.95
O: 2.369 -0.111 1.374  -0.98
O: -0.595 -0.298 -0.630  -0.83
P: 2.845 -0.121 -0.083  1.59
P: -0.269 1.221 -0.456  1.70
Cl: 2.640 -1.954 -0.881  -0.05
Cl: 4.759 0.444 -0.106  0.01
Cl: -1.567 2.216 -1.489  -0.02
Cl: -0.522 1.621 1.521  -0.11
H: -1.799 -1.517 1.791  0.24
H: -2.414 0.025 1.264  0.20
H: -3.344 -1.396 1.017  0.27
H: -2.663 -0.767 -1.176  0.24
H: -1.582 -2.075 -0.682  0.23
H: 1.577 1.384 -2.028  0.29
H: 1.879 2.337 -0.644  0.32
H: 1.515 -0.334 1.732  0.57

Forces on the atoms, in the same order (eV/Å):
C 1.2 1.5 1.6
C 0.6 -3.2 0.5
C 2.8 0.4 4.0
O 1.4 0.3 0.3
O 0.4 1.0 -0.1
P -1.4 0.6 -1.6
P -1.2 -2.1 1.0
Cl 0.2 1.5 0.4
Cl -1.8 -0.3 -0.1
Cl 0.3 0.6 0.0
Cl 0.8 0.5 -1.4
H 0.0 0.1 -1.4
H -0.6 -0.1 0.2
H -1.4 -0.6 -0.2
H 0.4 0.8 -0.2
H -0.1 1.0 -0.3
H 0.0 -0.5 -2.6
H -0.6 -1.1 -0.1
H -0.8 -0.4 0.2

As for the spin multiplicity: 1. Its charge is +2. For the molar mass, the calculation gives 279.85 g mol⁻¹. As for the energy above the lowest of the compared OMol25 structures with the same formula, charge and spin: 0.00 kcal/mol.


A molecular structure, C3H8ClFGa at a distorted geometry. Source: the Open Molecules 2025 dataset; level of theory: the ωB97M-V functional and the def2-TZVPD basis.

Last column: natural (NBO) charge in e.
Cartesian coordinates (Å):
F: -0.744 1.832 -3.044  -0.77
Ga: 0.070 0.590 -1.839  1.18
C: -1.181 0.086 -0.217  -0.92
C: -0.260 -0.954 0.706  -0.44
C: 0.884 0.017 1.427  -0.37
Cl: 1.139 -0.459 3.207  -0.15
H: 0.419 -0.835 -2.537  -0.39
H: 1.419 1.196 -1.154  -0.40
H: -2.187 -0.389 -0.584  0.20
H: -1.424 1.058 0.416  0.19
H: 0.361 -1.661 -0.026  0.21
H: -0.903 -1.565 1.471  0.20
H: 1.881 -0.054 0.781  0.24
H: 0.527 1.137 1.393  0.23

Forces on the atoms, in the same order (eV/Å):
F 0.5 -0.7 0.7
Ga -0.5 0.0 0.3
C -0.2 -0.1 0.8
C 0.4 1.1 -0.7
C -0.6 0.2 -1.9
Cl 0.1 0.3 -1.1
H -0.1 0.3 -0.2
H -0.2 0.2 -0.3
H 1.8 0.7 0.9
H 0.3 -2.1 -1.1
H -1.6 1.2 1.7
H 1.5 1.1 -1.3
H -2.0 0.1 1.9
H 0.8 -2.4 0.3

The value obtained for the calculated total energy is -70857.1773 eV. As for the spin multiplicity: 1. Its charge is -1. For the molar mass, the calculation gives 168.27 g mol⁻¹.


2 unconnected molecules or ions with the total composition C3H8ClFNPS at a distorted geometry. Source: the Open Molecules 2025 dataset; level of theory: the ωB97M-V functional and the def2-TZVPD basis.

Last column: natural (NBO) charge in e.
Cartesian coordinates (Å):
C: 1.172 0.436 1.148  0.01
C: -0.908 0.234 2.193  -0.47
C: -1.660 0.783 -1.007  -0.29
N: -0.092 0.157 1.049  -0.44
F: -0.912 1.924 -1.310  -0.38
P: -0.660 -0.748 -0.723  0.73
S: -1.980 -1.939 0.103  -0.63
Cl: 1.544 -1.458 -3.860  -0.28
H: 1.561 1.057 1.984  0.18
H: 0.425 -1.612 -3.187  0.28
H: 1.829 0.667 0.254  0.22
H: -2.002 0.352 1.746  0.25
H: -0.730 -0.740 2.797  0.24
H: -0.667 1.033 2.891  0.22
H: -2.365 1.109 -0.219  0.18
H: -2.186 0.509 -1.836  0.18

Forces on the atoms, in the same order (eV/Å):
C -0.8 3.1 -1.1
C -2.8 -1.6 0.8
C 0.8 1.1 2.0
N 4.6 0.1 -1.1
F 0.4 -0.1 -0.1
P -0.4 0.5 1.7
S -0.2 -0.4 -0.6
Cl -0.8 -0.1 0.4
H -0.4 -1.1 0.2
H 0.9 0.1 -0.4
H -1.0 -1.5 0.6
H 2.1 -0.6 1.6
H -1.0 1.4 -1.1
H 0.2 0.3 -0.4
H 0.3 -0.7 -0.2
H -1.8 -0.5 -2.5

As for the spin multiplicity: 1. Its charge is 0. For the molar mass, the calculation gives 175.60 g mol⁻¹. As for the energy above the lowest of the compared OMol25 structures with the same formula, charge and spin: 60.75 kcal/mol.


A single C3H8ClN molecule at a distorted geometry. Source: the Open Molecules 2025 dataset; level of theory: the ωB97M-V functional and the def2-TZVPD basis.

Last column: natural (NBO) charge in e.
Cartesian coordinates (Å):
C: -0.957 -0.430 -0.052  -0.26
C: 0.350 0.476 -0.010  -0.45
C: 1.593 -0.394 -0.553  -0.36
H: -2.868 -0.196 0.532  0.34
H: -1.843 1.234 1.061  0.35
H: -1.014 -1.356 -0.990  0.21
H: -0.769 -1.061 0.880  0.18
H: 0.308 1.457 -0.458  0.23
H: 0.725 0.761 1.059  0.22
H: 1.819 -0.466 -1.769  0.24
H: 1.829 -1.290 0.006  0.22
N: -2.129 0.714 0.078  -0.81
Cl: 2.955 0.552 0.216  -0.13

Forces on the atoms, in the same order (eV/Å):
C 1.4 0.8 0.0
C 1.4 -2.8 0.3
C 0.6 2.3 -1.3
H 1.8 4.2 -1.6
H -0.8 -1.8 -2.9
H -0.2 3.6 2.5
H -1.1 0.7 -1.0
H -0.3 -0.1 -0.9
H -1.4 -1.0 -1.5
H -0.9 0.2 3.4
H -1.1 -0.7 -0.6
N -0.6 -5.7 4.2
Cl 1.0 0.3 -0.6

As for the spin multiplicity: 1. Its charge is 0. For the molar mass, the calculation gives 93.56 g mol⁻¹. As for the energy above the lowest of the compared OMol25 structures with the same formula, charge and spin: 77.02 kcal/mol.


A single C3H8ClN molecule at a distorted geometry. Source: the Open Molecules 2025 dataset; level of theory: the ωB97M-V functional and the def2-TZVPD basis.

Last column: natural (NBO) charge in e.
Cartesian coordinates (Å):
C: 0.945 1.135 -0.150  -0.62
C: 0.023 0.264 0.681  -0.38
C: -1.222 -0.431 -0.369  0.02
N: -1.361 -1.744 0.028  -0.83
Cl: -2.728 0.579 -0.097  -0.18
H: 0.369 1.314 -1.071  0.21
H: 1.263 2.038 0.353  0.22
H: 1.759 0.532 -0.442  0.21
H: 0.655 -0.519 1.098  0.20
H: -0.678 0.732 1.326  0.22
H: -1.125 -0.367 -1.414  0.19
H: -1.373 -1.870 1.084  0.37
H: -2.148 -2.286 -0.390  0.38

Forces on the atoms, in the same order (eV/Å):
C -1.9 0.2 -0.4
C -1.8 -1.5 -3.1
C 2.0 0.8 3.2
N -0.9 -2.3 1.7
Cl -0.4 0.4 0.1
H 0.6 0.8 0.2
H 0.1 0.2 -0.1
H 1.3 -0.4 -0.3
H -0.8 -0.3 0.4
H 0.2 0.6 1.1
H 0.7 0.3 -1.2
H -0.1 0.3 -2.0
H 0.9 0.8 0.5

As for the spin multiplicity: 1. Its charge is 0. For the molar mass, the calculation gives 93.56 g mol⁻¹. As for the energy above the lowest of the compared OMol25 structures with the same formula, charge and spin: 10.39 kcal/mol.


A molecular structure, C3H8ClN2 at a distorted geometry. Source: the Open Molecules 2025 dataset; level of theory: the ωB97M-V functional and the def2-TZVPD basis.

Last column: natural (NBO) charge in e.
Cartesian coordinates (Å):
C: 0.170 -1.799 -0.412  -0.52
C: -1.299 1.116 0.492  -0.48
C: 0.859 -0.207 0.467  -0.18
N: 0.456 1.658 -0.936  -0.15
N: -0.024 0.949 -0.089  0.04
Cl: 2.562 -0.166 0.108  0.09
H: -0.790 -2.188 0.090  0.24
H: 1.084 -2.407 -0.380  0.24
H: -0.021 -1.432 -1.422  0.21
H: -1.309 1.106 1.609  0.28
H: -1.949 0.274 -0.045  0.27
H: -1.850 1.978 0.083  0.28
H: 0.658 -0.464 1.572  0.27
H: 1.453 1.581 -1.137  0.39

Forces on the atoms, in the same order (eV/Å):
C 0.2 2.6 1.6
C -4.1 -1.4 -1.4
C -2.6 -3.9 0.2
N -1.6 2.4 -0.8
N 4.8 -1.7 1.4
Cl -0.8 0.6 0.0
H 1.9 0.6 -0.6
H -0.7 0.0 0.2
H 0.0 -0.2 0.1
H 0.2 -0.3 -1.1
H 1.2 1.2 1.9
H 0.9 0.2 0.3
H 0.3 1.1 -1.8
H 0.3 -1.1 0.1

As for the spin multiplicity: 1. Its charge is +1. For the molar mass, the calculation gives 107.56 g mol⁻¹. As for the energy above the lowest of the compared OMol25 structures with the same formula, charge and spin: 90.66 kcal/mol.


2 unconnected molecules or ions with the total composition C3H8ClN3 at a distorted geometry. Source: the Open Molecules 2025 dataset; level of theory: the ωB97M-V functional and the def2-TZVPD basis.

Last column: natural (NBO) charge in e.
Cartesian coordinates (Å):
C: 1.255 -1.063 0.094  0.41
C: -0.407 0.765 -0.036  0.54
C: -2.433 0.641 -0.563  -0.30
N: 1.523 -2.295 -0.205  -0.63
N: 0.222 1.826 0.278  -0.67
N: 0.046 -0.550 -0.094  -0.61
Cl: -2.994 -0.776 0.188  0.14
H: 2.191 -0.549 0.196  0.26
H: -2.394 0.462 -1.614  0.25
H: -2.897 1.556 -0.062  0.28
H: 2.496 -2.816 0.107  0.51
H: 0.886 -2.844 -0.751  0.44
H: -0.371 2.721 0.252  0.47
H: 1.167 2.085 0.379  0.45
H: -0.788 -1.132 -0.278  0.45

Forces on the atoms, in the same order (eV/Å):
C 1.6 -1.6 -1.4
C -2.5 -1.5 -0.8
C 1.6 1.3 2.6
N 2.7 -1.7 1.2
N -3.0 2.4 -0.6
N -1.3 2.0 -0.1
Cl 0.0 -0.5 0.3
H -0.2 1.3 1.2
H 0.2 0.7 -0.8
H 0.9 -1.1 -1.2
H -3.1 2.0 -1.3
H -0.5 -0.8 0.1
H 1.0 -1.6 0.1
H 1.8 -0.5 0.4
H 0.6 -0.5 0.2

As for the spin multiplicity: 1. Its charge is +2. For the molar mass, the calculation gives 121.57 g mol⁻¹. As for the energy above the lowest of the compared OMol25 structures with the same formula, charge and spin: 47.83 kcal/mol.


A gas-phase ion, C3H8ClN3 (charge +2) at a distorted geometry. Source: the Open Molecules 2025 dataset; level of theory: the ωB97M-V functional and the def2-TZVPD basis.

Last column: natural (NBO) charge in e.
Cartesian coordinates (Å):
C: 1.759 -0.465 -0.063  0.36
C: -0.803 -0.681 0.061  0.14
C: -2.409 1.138 -0.086  -0.46
N: 0.646 -1.169 0.100  -0.50
N: 2.944 -0.962 0.056  -0.64
N: -1.088 0.574 0.003  -0.22
Cl: -1.909 -1.930 0.091  0.36
H: 1.681 0.589 -0.327  0.23
H: -2.479 1.757 -0.985  0.32
H: -2.586 1.797 0.769  0.32
H: -3.181 0.375 -0.117  0.27
H: 0.709 -2.167 0.301  0.46
H: 3.773 -0.390 -0.095  0.47
H: 3.116 -1.936 0.299  0.45
H: -0.355 1.286 0.025  0.45

Forces on the atoms, in the same order (eV/Å):
C -0.7 0.5 -0.2
C 5.0 -10.1 0.5
C 0.0 -1.0 0.0
N -3.1 1.3 0.0
N 0.9 -0.5 0.1
N -2.3 8.4 -0.5
Cl 0.0 0.6 0.0
H 0.1 -0.2 0.1
H 0.1 0.4 -0.2
H 0.1 0.4 0.2
H 0.1 -0.1 0.0
H -0.1 0.2 0.0
H -0.2 -0.1 0.0
H 0.0 0.2 -0.1
H 0.0 -0.2 0.1

As for the spin multiplicity: 3. Its charge is +2. For the molar mass, the calculation gives 121.57 g mol⁻¹. As for the energy above the lowest of the compared OMol25 structures with the same formula, charge and spin: 0.00 kcal/mol.


A single C3H8ClP molecule. Source: the Open Molecules 2025 dataset; level of theory: the ωB97M-V functional and the def2-TZVPD basis.

Last column: natural (NBO) charge in e.
Cartesian coordinates (Å):
C: -1.107 0.027 -0.665  -0.62
C: 0.607 0.941 0.949  -0.37
C: 0.370 0.099 -0.295  -0.48
P: 1.133 -1.592 0.013  0.30
Cl: 0.175 2.649 0.665  -0.08
H: -1.680 -0.445 0.132  0.21
H: -1.247 -0.545 -1.580  0.22
H: -1.498 1.030 -0.823  0.22
H: -0.007 0.595 1.782  0.21
H: 1.659 0.929 1.239  0.22
H: 0.934 0.540 -1.127  0.23
H: 0.565 -2.176 -1.117  -0.02
H: 0.097 -2.052 0.827  -0.04

Forces on the atoms, in the same order (eV/Å):
C 0.2 0.1 -0.1
C 0.2 -0.2 -0.1
C 0.0 -0.2 0.1
P 0.3 0.6 0.0
Cl 0.0 0.3 0.0
H -0.1 -0.1 0.1
H 0.0 0.0 0.0
H -0.1 0.1 0.0
H 0.1 0.0 0.0
H -0.1 0.0 0.0
H 0.0 -0.1 0.1
H -0.1 -0.3 -0.4
H -0.3 -0.2 0.4

As for the spin multiplicity: 1. Its charge is 0. For the molar mass, the calculation gives 110.52 g mol⁻¹. As for the energy above the lowest of the compared OMol25 structures with the same formula, charge and spin: 0.00 kcal/mol.


A molecular structure, C3H8CsO3S at a distorted geometry. Source: the Open Molecules 2025 dataset; level of theory: the ωB97M-V functional and the def2-TZVPD basis.

Last column: Mulliken charge in e.
Cartesian coordinates (Å):
Cs: -0.207 1.147 2.316  0.91
O: 1.140 1.137 -1.170  -0.51
S: 1.383 0.390 0.095  1.31
O: 2.143 1.006 1.206  -0.66
O: -0.079 -0.022 0.801  -0.69
C: -1.195 -0.361 -0.039  -0.09
C: -2.087 0.891 -0.282  -1.35
C: 2.009 -1.306 -0.244  -0.89
H: -1.772 -1.227 0.286  0.38
H: -0.758 -0.648 -0.996  0.31
H: -1.580 1.856 -0.297  0.38
H: -2.796 1.074 0.526  0.46
H: -2.659 0.757 -1.200  0.34
H: 2.284 -1.736 0.719  0.34
H: 2.874 -1.088 -0.870  0.39
H: 1.300 -1.869 -0.851  0.37

Forces on the atoms, in the same order (eV/Å):
Cs -3.1 10.4 15.1
O 0.3 -2.0 3.7
S 2.2 0.4 -3.3
O -1.1 -1.4 -2.7
O 1.9 -8.8 -11.1
C -0.7 0.9 -2.5
C -0.3 -0.3 0.7
C 0.1 1.6 -0.1
H 0.4 0.1 0.7
H -0.2 0.0 -0.1
H 0.6 -0.3 -0.6
H -0.3 -0.5 0.1
H 0.1 0.1 0.1
H -0.1 -0.1 -0.2
H 0.2 -0.2 0.1
H -0.2 0.1 0.3

As for the spin multiplicity: 1. Its charge is +1. For the molar mass, the calculation gives 257.07 g mol⁻¹. As for the energy above the lowest of the compared OMol25 structures with the same formula, charge and spin: 143.79 kcal/mol.


2 unconnected molecules or ions with the total composition C3H8F2NO at a distorted geometry. Source: the Open Molecules 2025 dataset; level of theory: the ωB97M-V functional and the def2-TZVPD basis.

Last column: natural (NBO) charge in e.
Cartesian coordinates (Å):
C: 0.920 -0.632 -0.452  -0.28
C: 0.312 0.852 -0.563  0.09
C: -1.884 0.310 -0.513  0.51
N: 0.949 -1.126 0.965  -0.70
O: 0.606 1.477 0.561  -0.71
F: -2.450 1.303 0.246  -0.34
F: -1.950 -0.919 0.018  -0.34
H: 1.925 -0.599 -0.847  0.24
H: 0.215 -1.338 -0.976  0.26
H: 0.482 1.331 -1.548  0.22
H: -2.327 0.489 -1.530  0.16
H: 0.687 -0.261 1.459  0.46
H: 1.890 -1.315 1.279  0.44
H: 0.467 -1.950 1.380  0.47
H: 0.158 2.378 0.521  0.53

Forces on the atoms, in the same order (eV/Å):
C -2.2 0.0 -1.8
C -3.1 -4.5 -1.1
C 2.6 3.1 -1.2
N 0.5 0.9 1.4
O -0.6 3.2 1.0
F 0.6 -1.4 0.2
F -0.4 0.6 0.0
H 0.2 -0.5 0.0
H 1.2 0.8 0.1
H 0.0 -0.3 0.7
H 0.5 -1.1 0.9
H -0.3 -0.2 0.7
H 0.7 0.2 -0.2
H -0.6 0.7 -1.3
H 0.9 -1.4 0.6

As for the spin multiplicity: 1. Its charge is +1. For the molar mass, the calculation gives 112.10 g mol⁻¹. As for the energy above the lowest of the compared OMol25 structures with the same formula, charge and spin: 57.91 kcal/mol.